(1)
45
Properties=species:S:1:pos:R:3:forces:R:3:mulliken_charge:R:1 method="wB97M-V/def2-TZVPD" max_force_ev_per_a=0.36 e_tot_ha=-5951.53121 homo_energy_ev="-9.44 / -10.35" gap_ha="0.3035 / 0.2283" spin_multiplicity=6 relative_energy_kcal_mol=0.00
Ir -1.356 -0.513 -0.220 -0.2 0.0 0.1 1.833
Sb -1.500 -3.811 -0.756 0.0 0.0 0.1 0.420
As 0.362 0.249 3.453 0.0 0.1 0.0 1.830
Cl 3.340 2.230 -2.073 0.0 0.0 0.0 -0.104
S 0.381 -4.649 -1.950 0.1 0.0 0.0 -0.225
S -1.795 -2.125 -2.459 0.0 0.0 -0.1 -0.076
S -0.089 -2.225 0.530 0.0 0.1 -0.1 -0.061
F -0.978 -0.880 3.289 0.1 0.1 0.0 -0.476
F 0.110 0.665 1.714 0.2 -0.1 0.1 -0.467
F 1.662 1.381 3.474 -0.1 -0.1 0.0 -0.483
F 0.555 -0.137 5.109 0.0 0.0 -0.1 -0.473
F -0.801 1.494 3.807 0.1 -0.1 0.0 -0.514
F 1.436 -1.019 2.959 0.0 0.1 0.0 -0.431
O -2.559 0.913 -1.169 0.0 0.0 0.0 -0.782
O -2.884 -1.763 0.139 -0.1 0.1 -0.1 -0.448
O 1.591 4.436 -3.210 0.0 0.0 0.0 -0.562
O -4.909 -2.238 0.890 -0.1 0.0 0.1 -0.610
O -0.625 4.427 -3.196 0.1 0.0 -0.1 -0.549
O -2.517 2.820 -2.332 -0.1 0.0 0.0 -0.805
N 1.344 0.745 -1.212 0.1 0.1 0.1 0.887
N 0.002 0.689 -1.143 -0.1 -0.1 0.1 -0.456
N -2.679 0.522 1.477 0.3 -0.1 -0.1 -0.423
C 3.656 -1.347 0.764 0.0 0.0 0.0 -0.748
C 0.556 3.906 -2.912 -0.1 0.1 0.1 0.444
C 2.314 -1.419 -1.674 0.0 0.0 0.0 -0.168
C 0.564 2.600 -2.176 0.1 -0.1 0.0 -0.048
C 3.801 -2.433 -0.086 0.0 0.0 0.0 -0.437
C -3.959 -1.512 0.896 0.0 0.0 0.0 0.419
C -3.846 -0.282 1.787 -0.1 0.0 0.0 -0.425
C 2.841 -0.282 0.408 0.0 0.0 0.0 0.064
C -0.475 1.788 -1.727 0.0 0.1 0.0 0.440
C 2.184 -0.343 -0.805 0.1 0.0 0.0 -0.796
C 3.134 -2.473 -1.305 -0.1 0.0 0.0 -0.753
C -1.967 1.889 -1.770 -0.1 -0.1 0.1 0.941
C 1.711 1.890 -1.817 0.0 0.0 -0.1 0.009
H 3.252 -3.319 -1.967 0.0 0.0 0.0 0.593
H -3.798 -0.637 2.817 0.0 0.0 0.0 0.303
H -4.768 0.287 1.669 0.0 0.0 0.0 0.406
H 4.437 -3.258 0.204 0.0 0.0 0.0 0.441
H -2.916 1.401 1.037 0.0 0.0 0.0 0.347
H 4.161 -1.330 1.720 0.0 0.0 0.0 0.425
H 1.792 -1.418 -2.623 0.0 0.0 0.0 0.491
H -2.066 0.670 2.270 -0.1 0.1 0.1 0.135
H -1.384 3.858 -2.908 -0.1 0.0 0.0 0.426
H 2.687 0.554 1.076 0.0 0.0 0.0 0.463


(2)
38
Properties=species:S:1:pos:R:3:forces:R:3:mulliken_charge:R:1 method="wB97M-V/def2-TZVPD" max_force_ev_per_a=3.58 e_tot_ha=-14251.66701 homo_energy_ev="-5.96 / -5.75" gap_ha="0.0823 / 0.0798" spin_multiplicity=1 relative_energy_kcal_mol=28.57
Tl 8.669 7.574 8.878 0.5 0.2 0.3 0.848
Sb 11.104 9.835 5.098 0.0 1.1 0.7 0.348
Se 8.112 12.007 6.192 -0.4 0.1 -1.1 -0.099
Se 6.829 10.668 8.266 1.0 2.4 2.2 0.496
Se 12.609 11.517 6.723 -0.7 -0.4 -0.8 -0.455
Se 8.757 10.880 4.272 0.4 0.4 0.8 -0.263
Se 10.601 10.429 7.451 0.7 -0.5 0.4 0.145
Cl 8.250 7.143 5.835 -2.6 0.1 -0.1 1.430
Cl 2.229 5.490 8.183 -0.2 0.0 -0.1 -0.193
O 7.311 7.867 6.772 0.8 -0.8 0.1 -0.542
O 8.532 5.813 6.382 0.1 1.6 -0.3 -0.603
O 7.564 7.078 4.586 0.8 -0.3 0.2 -0.596
O 9.422 7.987 5.776 0.4 -1.1 0.2 -0.336
N 6.724 12.539 8.869 -0.9 -1.5 -1.3 -0.834
N 7.921 10.276 9.743 -1.0 0.2 -0.2 -0.303
C 9.185 11.592 11.405 -0.7 0.3 1.1 -0.674
C 5.108 5.749 8.879 1.7 0.3 -1.3 -0.765
C 7.358 12.662 9.974 2.7 -2.1 1.2 0.861
C 2.981 6.777 9.011 -0.2 0.7 0.5 0.208
C 2.257 7.668 9.749 -1.4 -0.6 0.0 -0.334
C 4.998 8.099 9.607 0.9 -0.1 -0.8 0.208
C 8.131 11.364 10.471 -0.9 2.5 -1.9 0.402
C 2.801 8.698 10.477 1.7 1.2 -0.7 -0.735
C 8.624 13.958 11.607 -0.7 1.0 -0.6 -0.330
C 7.649 13.917 10.685 -2.1 -1.0 -1.2 -0.657
C 4.217 8.964 10.319 -1.0 0.5 0.7 -0.163
C 4.389 6.889 9.070 0.9 -0.8 0.2 1.032
C 9.442 12.863 11.904 1.3 -1.2 0.2 -0.415
H 9.513 10.672 11.859 1.2 0.0 -0.1 0.394
H 4.626 9.862 10.792 0.0 -0.3 -0.3 0.406
H 10.340 13.172 12.499 -0.9 -1.2 -0.2 0.306
H 6.213 5.807 8.986 -0.9 -0.3 0.1 -0.042
H 4.686 4.869 8.380 0.2 0.3 0.6 0.306
H 6.096 8.294 9.301 -2.1 -0.4 1.1 -0.542
H 2.102 9.414 10.938 0.7 -0.5 0.1 0.334
H 1.200 7.510 9.819 -0.5 0.0 -0.1 0.394
H 8.760 14.875 12.154 0.3 0.2 0.0 0.383
H 6.938 14.709 10.422 0.7 0.0 0.4 0.380


(3)
33
Properties=species:S:1:pos:R:3:forces:R:3:mulliken_charge:R:1 method="wB97M-V/def2-TZVPD" max_force_ev_per_a=5.02 e_tot_ha=-3848.16169 total_charge=-1 homo_energy_ev=-1.52 gap_ha=0.1240 spin_multiplicity=1 relative_energy_kcal_mol=64.25
Co 2.609 2.399 -0.286 1.2 1.6 -0.5 -0.021
Co 2.105 -0.147 -0.727 3.0 -0.6 -4.0 0.051
O 3.190 -2.871 -1.054 0.2 -0.7 -0.5 -0.397
O 0.787 3.135 -2.420 0.1 0.2 0.4 -0.369
O -3.926 -1.949 0.590 0.4 0.6 0.1 -0.312
O 4.368 0.598 -2.411 0.0 1.1 0.7 -0.474
O 5.085 3.879 -0.901 -0.5 0.0 0.5 -0.402
O 1.755 4.434 1.614 -0.1 0.8 0.1 -0.411
O 0.085 -0.018 -2.796 0.3 -0.2 0.1 -0.435
N -1.910 -0.921 0.692 -3.8 -1.6 -0.1 0.923
C 1.616 0.892 0.712 -0.8 -0.6 2.7 -0.468
C 4.153 3.296 -0.540 0.4 -0.9 -1.0 0.251
C -0.500 -0.850 1.025 4.6 0.8 0.8 -1.450
C 0.604 0.037 0.388 -2.8 0.4 1.2 0.536
C -2.895 0.114 1.127 1.1 0.5 -1.0 -0.768
C 2.137 3.615 0.908 -0.3 -1.6 0.6 0.366
C -2.613 -2.030 0.423 1.5 1.9 -0.1 0.553
C -2.053 -3.276 -0.138 -0.3 0.1 0.1 -1.282
C -4.222 -0.593 1.078 -0.5 -0.2 0.2 -0.323
C 0.991 -0.066 -2.072 -0.9 0.3 -0.8 -0.038
C 1.514 2.884 -1.562 -0.6 -0.4 -1.3 0.075
C 2.815 -1.797 -0.877 -0.3 1.0 1.4 -0.129
C 3.601 0.751 -1.546 -1.2 -1.8 0.1 0.272
H -0.171 -1.895 0.978 0.1 0.1 -0.1 0.418
H -2.164 -4.111 0.557 0.1 0.1 0.1 0.311
H -2.663 0.543 2.101 0.3 -0.3 0.0 0.381
H -4.929 -0.109 0.382 0.2 -0.5 0.4 0.290
H -2.634 -3.519 -1.029 0.1 0.0 0.0 0.369
H 2.243 1.055 1.623 -1.2 -0.3 -0.1 0.247
H -2.814 0.898 0.379 0.0 0.3 0.1 0.342
H -4.643 -0.694 2.087 -0.1 -0.1 -0.5 0.292
H -0.505 -0.582 2.086 -0.3 0.0 0.4 0.230
H -1.017 -3.101 -0.390 0.2 -0.2 -0.1 0.373


(4)
30
Properties=species:S:1:pos:R:3:forces:R:3:mulliken_charge:R:1 method="wB97M-V/def2-TZVPD" max_force_ev_per_a=3.56 e_tot_ha=-1820.85944 total_charge=-1 homo_energy_ev="-3.37 / -2.22" gap_ha="0.2043 / 0.1567" spin_multiplicity=8 relative_energy_kcal_mol=117.42
Gd 0.230 -0.794 -0.736 2.1 2.6 1.3 0.133
F 0.988 4.785 1.165 -0.2 0.0 0.0 -0.321
F -2.565 1.062 -0.668 0.1 0.3 -0.1 -0.329
F -3.224 3.713 -0.689 -0.1 0.1 0.1 -0.328
F -1.440 5.611 0.199 0.0 -0.4 0.1 -0.317
F 1.687 2.167 1.132 -0.7 0.5 -0.3 -0.299
N 3.109 0.289 -1.648 -1.8 -0.4 -0.6 -0.601
C 0.605 -2.957 1.080 0.5 0.2 0.2 -0.544
C -0.363 1.529 0.101 -0.6 0.7 0.5 -0.303
C 1.632 -2.684 0.114 0.3 0.0 1.3 -0.645
C -1.628 1.985 -0.249 0.8 0.6 0.2 0.399
C 1.626 -0.983 1.705 0.0 -1.2 -0.3 -0.486
C 0.114 3.872 0.695 0.4 -0.5 0.0 -0.015
C -1.357 -1.953 -1.839 -2.6 -0.3 -2.1 -0.147
C -2.015 3.334 -0.232 0.1 -0.6 -0.1 -0.057
C -1.122 4.301 0.222 0.1 -0.6 0.0 0.639
C 2.269 -1.462 0.524 0.8 -0.6 0.5 -0.417
C 0.458 2.511 0.646 0.0 0.1 -0.3 0.318
C -2.084 -2.738 -0.994 0.3 0.0 0.0 -0.451
C 0.622 -1.929 2.070 0.4 -0.1 -0.9 -0.621
H 1.957 -0.143 2.308 -0.2 0.0 -0.3 0.544
H 0.060 -1.926 3.004 -0.1 0.1 -0.4 0.426
H 2.354 0.002 -2.359 1.0 0.2 0.3 0.064
H -1.564 -0.837 -2.136 -0.8 -2.1 0.3 0.213
H -1.653 -3.710 -0.646 -0.6 0.7 -0.8 0.198
H 0.009 -3.869 1.133 0.1 0.3 -0.1 0.548
H -3.100 -2.514 -0.600 1.2 0.4 0.0 0.230
H 1.912 -3.315 -0.733 0.0 0.3 0.3 0.412
H 3.122 -0.976 0.021 -0.7 -0.2 0.2 0.535
H -0.639 -2.371 -2.590 0.3 0.1 1.1 0.225


(5)
31
Properties=species:S:1:pos:R:3:forces:R:3:mulliken_charge:R:1 method="wB97M-V/def2-TZVPD" max_force_ev_per_a=5.47 e_tot_ha=-1197.64342 homo_energy_ev="-7.34 / -7.93" gap_ha="0.2377 / 0.2645" spin_multiplicity=3 relative_energy_kcal_mol=0.00
W 0.083 -0.032 -0.068 -3.7 0.1 4.1 1.175
F -1.615 -3.246 5.689 0.5 0.1 -0.3 -0.290
F 1.090 -3.628 5.984 -0.1 0.1 -0.1 -0.315
F 2.042 -1.479 1.933 -1.2 -0.1 0.2 -0.246
F -2.566 -1.981 3.452 0.7 -0.2 0.1 -0.307
F 2.858 -2.742 4.081 -0.9 0.1 0.1 -0.306
O -0.962 -1.324 1.546 1.4 1.9 -3.4 -0.831
N -0.647 1.591 0.760 -0.3 -1.6 -0.2 -0.412
C -1.240 -2.164 3.628 0.7 0.0 -0.1 -0.014
C -0.761 -2.807 4.744 0.1 0.0 0.2 0.322
C 1.952 0.940 -0.828 0.5 -0.4 -0.7 -0.459
C 0.617 -3.000 4.890 0.5 -0.1 0.1 0.535
C 1.299 -1.117 -1.678 0.7 0.7 -0.4 -0.378
C 1.528 -2.550 3.929 -0.5 0.0 0.4 -0.068
C 2.211 -0.473 -0.785 0.4 0.0 -0.7 -0.322
C -2.049 1.319 0.355 -0.9 1.1 0.6 -0.484
C 0.470 -0.110 -2.269 1.1 0.0 -0.8 -0.537
C -1.983 0.118 -0.599 -0.1 0.3 0.4 -1.016
C 1.060 -1.890 2.803 -0.6 -0.2 0.4 0.142
C 0.899 1.166 -1.777 0.8 -0.6 -0.7 -0.368
C -0.355 -1.729 2.599 0.7 -0.9 1.1 0.515
H -2.467 2.231 -0.103 0.1 -0.2 -0.2 0.339
H -0.472 2.211 1.541 0.2 0.1 -0.5 0.197
H -2.565 -0.723 -0.217 0.1 0.1 -0.2 0.369
H -0.256 -0.283 -3.053 -0.1 0.1 0.3 0.440
H 1.264 -2.177 -1.886 -0.2 0.0 0.1 0.428
H 2.530 1.697 -0.315 -0.2 -0.1 0.0 0.443
H 0.549 2.130 -2.118 -0.3 -0.2 0.3 0.390
H -2.275 0.397 -1.609 0.1 -0.2 0.0 0.374
H 3.010 -0.956 -0.238 -0.2 0.1 0.0 0.415
H -2.721 1.123 1.213 0.6 -0.1 -0.1 0.270


(6)
25
Properties=species:S:1:pos:R:3:forces:R:3:mulliken_charge:R:1 method="wB97M-V/def2-TZVPD" max_force_ev_per_a=2.69 e_tot_ha=-610.72117 homo_energy_ev="-8.35 / -7.42" gap_ha="0.2803 / 0.2544" spin_multiplicity=1 relative_energy_kcal_mol=94.80
N 0.548 -1.136 -1.252 2.2 0.7 -1.3 -0.812
N 0.302 0.016 -0.797 -1.3 0.9 0.5 0.157
C 0.845 -3.448 -1.199 -0.1 0.5 0.2 -0.465
C -1.289 -3.793 0.535 -0.6 -0.1 -0.1 -0.402
C 0.995 0.894 -0.191 0.3 -1.1 0.1 -0.426
C 0.454 2.206 0.089 -0.4 0.8 0.2 0.967
C -0.587 -4.909 0.073 0.1 0.2 -0.1 -0.393
C 1.062 3.016 1.050 -0.1 -0.3 -0.2 -0.586
C 0.499 4.229 1.400 0.0 0.1 0.1 -0.483
C -0.715 2.653 -0.531 0.2 0.0 0.1 -0.421
C 0.101 -2.299 -0.808 -0.8 -1.5 0.7 0.788
C -1.011 -2.580 0.000 0.7 0.5 0.2 -0.152
C 0.489 -4.706 -0.780 0.0 -0.4 0.0 -0.448
C -1.274 3.862 -0.174 -0.1 0.1 -0.1 -0.484
C -0.675 4.652 0.796 0.1 0.0 0.1 -0.418
H 1.761 -3.282 -1.746 0.0 0.0 -0.2 0.353
H -2.116 -3.911 1.218 -0.1 -0.1 0.1 0.367
H 1.971 0.649 0.238 0.0 -0.1 -0.2 0.341
H -0.898 -5.903 0.354 0.1 -0.1 0.1 0.369
H -1.121 5.593 1.081 0.0 0.1 0.0 0.370
H 1.965 2.675 1.535 0.1 0.0 0.1 0.321
H -1.170 2.041 -1.292 -0.1 -0.1 -0.1 0.384
H 1.080 -5.550 -1.105 0.0 -0.1 0.0 0.335
H 0.973 4.839 2.155 0.0 0.1 0.0 0.370
H -2.187 4.194 -0.648 0.0 0.0 0.0 0.372